Record 1
Formula: C4H12N2
Source: the OMol25 dataset
Level of theory: ωB97M-V/def2-TZVPD

CARTESIAN COORDINATES (ANGSTROEM)
1 H -1.82177 -4.70302 0.10727
2 H 3.97616 3.54986 -1.17370
3 H 3.04156 3.33532 1.54496
4 H 2.17947 5.02660 -0.56202
5 H 0.95949 4.36570 0.58996
6 C 2.12391 4.71222 0.45262
7 H 4.81612 2.34825 -0.12048
8 N -3.82998 -4.09541 0.15418
9 H -2.79493 -3.18600 -1.32058
10 H 2.08937 5.61628 1.14003
11 H -2.93837 -6.06009 0.41032
12 N 3.37628 3.96246 0.80250
13 H -4.19652 -2.22168 -0.81804
14 C 3.83318 2.90004 -0.28970
15 H 3.18964 2.14971 -0.73168
16 C -2.71862 -5.11762 -0.20534
17 C -3.66124 -3.16078 -0.70708
18 H -2.78773 -5.29351 -1.26577

Computed properties:
DFT total energy: -268.9883 a.u.
frontier orbital gap: 10.57 eV
max |F|: 4.372 eV Å⁻¹
energy above the lowest of the compared OMol25 structures with the same formula, charge and spin: 3.486 eV
lowest unoccupied orbital energy: 1.12 eV

Record 2
Formula: C44H41Cl2MnNO4PS
Source: the OMol25 dataset
Level of theory: ωB97M-V/def2-TZVPD

CARTESIAN COORDINATES (ANGSTROEM)
1 C -2.86129 1.41211 0.11397
2 C -0.07058 5.55914 1.57334
3 Cl -1.15926 -3.73869 5.06422
4 H -2.37627 4.16646 -0.45205
5 N -1.78399 -1.59584 -0.56591
6 C -1.33229 1.83379 -2.25057
7 C -3.12323 1.54093 1.47912
8 C -1.18056 5.45940 0.74494
9 H 5.21988 -3.39851 0.83018
10 H -1.32205 -0.28669 -2.57818
11 P -1.12486 1.51393 -0.46259
12 H 1.28221 1.71747 -3.38794
13 O -2.47273 -3.76958 -1.66063
14 H 3.38066 -0.21138 2.29087
15 C -1.63465 0.78115 -4.40448
16 C 5.01252 -0.79977 0.03033
17 C -1.75724 2.02453 -5.00379
18 H 6.13435 -1.31460 1.69776
19 H 0.73342 -3.19779 -1.19906
20 H -3.12750 -1.59737 3.34964
21 O -1.14502 -0.82712 1.47805
22 C -5.63895 -3.25833 1.73878
23 H 1.53747 4.47793 2.50827
24 O -3.67895 -1.70813 -2.22988
25 C 0.36333 3.22599 1.23573
26 H 0.18526 6.50182 2.03980
27 H 1.36735 0.52019 -2.10026
28 C -3.92174 -2.64844 0.23333
29 C -0.33666 -3.96280 1.13817
30 H -6.45391 0.94415 1.47178
31 C -5.19651 0.95469 -0.26415
32 C -0.69304 3.10635 0.34056
33 C -0.90736 -4.16083 2.38076
34 H -1.75698 -4.82435 2.48919
35 C -5.13776 -3.27024 0.44170
36 H 4.50633 -0.86949 3.49255
37 C 3.02231 2.75233 -1.55328
38 H 2.26668 -2.49714 -0.47361
39 C -1.67669 3.17426 -4.22758
40 C 0.69417 4.43738 1.83404
41 C -3.90604 1.12432 -0.75450
42 C 3.23313 1.53436 -2.45215
43 H -5.99205 0.69389 -0.95002
44 C -4.41045 1.38809 1.96255
45 H -1.41167 3.98999 -2.28126
46 C -1.48284 4.24689 0.15461
47 C 6.18295 -0.99452 -0.69943
48 H -1.91678 2.09992 -6.07217
49 H -5.67244 -3.75220 -0.36575
50 Cl 1.32424 1.86167 1.74996
51 C 1.25407 -2.47217 2.11900
52 C -3.70722 -2.04837 2.55479
53 H 2.07041 0.16091 -3.66835
54 H 6.98303 -1.55519 -0.22342
55 H 5.49705 0.78117 -3.45306
56 C -1.95060 -1.44352 0.74226
57 S -2.95206 -2.47733 -1.24859
58 Mn 0.72774 -0.56192 0.13462
59 C 1.19642 -2.67245 -0.37066
60 C 6.37083 -0.49085 -1.96968
61 C -4.93343 -2.66140 2.78314
62 C 1.91702 0.95362 -2.93385
63 H -1.81417 6.31903 0.57026
64 H -2.31222 1.73307 2.17188
65 H 2.38620 3.49273 -2.04737
66 C 4.42269 -0.41817 2.49999
67 H 3.97720 3.22457 -1.31339
68 C 3.91059 -0.12000 -0.56398
69 C 4.65518 -2.80149 1.54945
70 C -0.39765 -3.50896 3.49600
71 H -0.75403 -4.46865 0.27485
72 O 2.73108 -0.04183 0.03730
73 H 1.09498 -2.15723 4.23377
74 H -3.71995 0.98186 -1.80732
75 C -1.41233 0.68901 -3.03779
76 H -5.34296 -2.68588 3.78502
77 C -1.48019 3.07866 -2.85885
78 H -1.77031 4.15029 -4.68728
79 H -1.70685 -0.12401 -4.99243
80 C -3.22623 -2.04530 1.25999
81 H 2.09791 -1.80666 2.03197
82 H 4.86528 -3.18854 2.55051
83 C 0.74917 -3.07903 0.94311
84 H 3.60281 -2.97084 1.34106
85 C 5.06561 -1.33094 1.45251
86 C -5.45075 1.08872 1.08963
87 H 4.93203 0.54825 2.52307
88 H 3.76413 1.88738 -3.34375
89 C 5.36024 0.30106 -2.48886
90 H -4.59771 1.47623 3.02534
91 C 0.69617 -2.67194 3.36851
92 H 7.28541 -0.67129 -2.51930
93 C 4.16746 0.52555 -1.81452
94 H -6.58975 -3.73393 1.94659
95 H 2.55381 2.45651 -0.61713

Computed properties:
DFT total energy: -4868.0568 a.u.
frontier orbital gap (alpha / beta): 5.80 / 6.36 eV
max |F|: 0.426 eV Å⁻¹
energy above the lowest of the compared OMol25 structures with the same formula, charge and spin: 1.018 eV
lowest unoccupied orbital energy (alpha / beta): 2.27 / 2.27 eV
2S+1: 6
charge: -1

Record 3
Formula: C6H11N3O
Source: the OMol25 dataset
Level of theory: ωB97M-V/def2-TZVPD

CARTESIAN COORDINATES (ANGSTROEM)
1 H -3.44045 0.53130 -0.38733
2 O -1.41495 1.66118 1.64501
3 N 0.50020 -1.08935 -0.71197
4 H 0.57898 -2.70678 0.64489
5 N -1.67503 -0.56252 1.64578
6 H -1.69946 -1.44575 1.17537
7 C 1.36699 -0.02543 -0.86753
8 C 1.02800 1.19542 -1.66148
9 H 3.20816 0.50616 0.32944
10 C -2.36654 0.70562 -0.31907
11 C -1.76172 0.65966 1.04080
12 C 2.40613 -0.13474 -0.00196
13 H -1.60352 -0.47867 2.65275
14 N 2.17036 -1.29692 0.71139
15 H 1.81956 1.43569 -2.36592
16 H 2.76343 -1.83481 1.31935
17 C 1.04039 -1.83474 0.20167
18 H -1.91061 -0.04941 -0.96567
19 H 0.14297 1.08091 -2.26425
20 H 0.97853 2.05612 -0.99641
21 H -2.13143 1.62707 -0.82486

Computed properties:
DFT total energy: -474.7497 a.u.
frontier orbital gap: 9.53 eV
max |F|: 1.572 eV Å⁻¹
energy above the lowest of the compared OMol25 structures with the same formula, charge and spin: 0.447 eV
lowest unoccupied orbital energy: 0.81 eV

Record 4
Formula: C2H2Cl2O
Source: the OMol25 dataset
Level of theory: ωB97M-V/def2-TZVPD

CARTESIAN COORDINATES (ANGSTROEM)
1 H -1.12635 -1.59591 1.63789
2 Cl -0.81028 0.96311 1.61102
3 C -0.82835 -0.72385 1.04279
4 O 0.10327 -1.07726 0.05995
5 Cl 2.08936 1.45833 -2.55404
6 H 1.65673 2.02787 -1.38957
7 C -1.08438 -1.05229 -0.40803

Computed properties:
DFT total energy: -1072.8910 a.u.
frontier orbital gap: 10.20 eV
max |F|: 2.240 eV Å⁻¹
energy above the lowest of the compared OMol25 structures with the same formula, charge and spin: 3.636 eV
lowest unoccupied orbital energy: 0.06 eV

Record 5
Formula: C4H6NO
Source: the OMol25 dataset
Level of theory: ωB97M-V/def2-TZVPD

CARTESIAN COORDINATES (ANGSTROEM)
1 C -1.66985 -0.67411 -0.12204
2 C 1.86127 -0.33593 0.00183
3 H 2.44912 -0.90223 0.70434
4 C 0.45228 -0.10713 0.16824
5 N -1.62372 0.65330 0.07319
6 H 1.87154 -0.88804 -0.86394
7 C -0.34154 0.97014 0.37686
8 O -0.41341 -1.09889 -0.08778
9 H 2.45606 0.54548 -0.12630
10 H -0.20238 1.94767 0.37177
11 H -2.47387 1.22992 0.09462
12 H -2.36550 -1.34017 -0.59079

Computed properties:
DFT total energy: -285.7178 a.u.
frontier orbital gap: 10.39 eV
max |F|: 4.480 eV Å⁻¹
energy above the lowest of the compared OMol25 structures with the same formula, charge and spin: 0.120 eV
lowest unoccupied orbital energy: -4.50 eV
charge: +1

Record 6
Formula: C5H9NO
Source: the OMol25 dataset
Level of theory: ωB97M-V/def2-TZVPD

CARTESIAN COORDINATES (ANGSTROEM)
1 H -2.62429 -0.83915 -0.19493
2 C -0.71285 0.01935 0.30273
3 H -2.08552 0.49965 -1.25755
4 C 0.60660 0.44751 -0.23027
5 H -1.38551 -1.09654 -1.42748
6 H 2.33524 1.68860 -0.02908
7 H 0.38804 -1.35347 1.72276
8 H -0.19573 -2.37362 0.40799
9 N -0.04300 -1.45190 0.81090
10 H 0.83785 2.58359 -0.30925
11 O 2.06392 -1.30697 -1.16114
12 H 1.15997 1.88394 1.27784
13 C 1.27091 1.71954 0.20122
14 C -1.77135 -0.38440 -0.69892
15 C 1.26483 -0.69876 -0.51416
16 H -1.10913 0.66263 1.09934

Computed properties:
DFT total energy: -325.8058 a.u.
frontier orbital gap: 8.21 eV
max |F|: 3.204 eV Å⁻¹
energy above the lowest of the compared OMol25 structures with the same formula, charge and spin: 3.586 eV
lowest unoccupied orbital energy: 0.87 eV

Record 7
Formula: C5H12N2O2S
Source: the OMol25 dataset
Level of theory: ωB97M-V/def2-TZVPD

CARTESIAN COORDINATES (ANGSTROEM)
1 H -1.79138 -1.79523 -0.76704
2 C 0.92379 1.25959 -0.94889
3 O 3.22036 -0.23265 -0.88865
4 C 0.00681 -1.25794 0.95977
5 N -1.59961 1.89263 0.30539
6 H 0.68027 0.68349 -1.85761
7 N -1.01821 -0.32319 0.50183
8 H -2.22772 1.65621 -0.36756
9 H 1.96772 -2.03470 0.74463
10 C -0.59414 0.98630 0.52207
11 H -0.52584 -2.23907 1.11646
12 H 0.21394 -1.01088 2.08438
13 C -1.75919 -0.69530 -0.66600
14 H -1.49229 -0.33217 -1.67679
15 H 0.09794 1.26252 1.28476
16 S 2.08888 0.18223 -0.10570
17 C 1.32011 -1.44141 0.26846
18 H -2.79656 -0.44816 -0.49135
19 H 1.25893 -1.96673 -0.76959
20 H -1.71901 2.78668 0.74694
21 O 2.46511 0.81766 1.15649
22 H 1.28010 2.25011 -1.15201

Computed properties:
DFT total energy: -855.7730 a.u.
frontier orbital gap: 9.03 eV
max |F|: 6.491 eV Å⁻¹
energy above the lowest of the compared OMol25 structures with the same formula, charge and spin: 2.790 eV
lowest unoccupied orbital energy: 0.61 eV

Record 8
Formula: C7H12N2OS3
Source: the OMol25 dataset
Level of theory: ωB97M-V/def2-TZVPD

CARTESIAN COORDINATES (ANGSTROEM)
1 H 0.02661 2.72963 -1.13108
2 H -4.07153 -2.57873 0.29654
3 H -2.02292 0.09151 2.67130
4 H 1.34300 3.84208 -0.73481
5 H -0.74586 -0.57339 1.67059
6 N 0.37494 0.10262 -1.16448
7 O 2.04997 -1.61044 -2.46440
8 C -1.70545 -2.00780 2.93274
9 H 2.47860 -2.24796 -1.88329
10 H 0.25553 -0.88843 -1.38315
11 H -2.94953 -0.26184 0.19023
12 H 0.23072 1.28403 0.96056
13 S -2.81044 -3.22129 2.32923
14 C -2.74276 -1.01003 0.94846
15 H 3.06424 0.03817 -2.78924
16 C 1.00981 2.80334 -0.66153
17 C -3.33354 -2.20117 0.98585
18 C 1.53441 0.47226 -1.52328
19 C -1.75528 -0.77324 2.04986
20 H 2.97097 1.91166 -0.86673
21 S 0.84397 2.46987 1.11643
22 H 2.17790 2.30271 -2.39440
23 S -0.77199 -2.19920 4.24955
24 C 2.00518 1.90143 -1.38344
25 N 2.54344 -0.37577 -2.02151

Computed properties:
DFT total energy: -1653.1620 a.u.
frontier orbital gap: 8.36 eV
max |F|: 0.339 eV Å⁻¹
lowest unoccupied orbital energy: -0.03 eV